Below is C19H43N2O2P3Tm as an isolated structure in a non-equilibrium geometry, with properties calculated with wB97M-V/def2-TZVPD.

Positions of all 70 atoms, in Å:
Tm1 -0.36 0.02 0.64
P1 1.04 -2.57 -0.58
P2 2.03 1.20 -0.14
P3 -1.17 -0.35 -1.99
H1 -2.54 -0.22 2.57
C1 -2.72 -0.70 1.60
C2 -2.33 -2.01 1.40
H2 -1.88 -2.59 2.22
C3 2.02 -3.76 0.43
C4 2.27 -2.47 -1.94
C5 -0.05 -3.89 -1.30
C6 1.83 2.93 0.39
C7 3.67 0.76 0.54
C8 2.46 1.33 -1.91
C9 -2.64 -1.44 -2.19
C10 -0.33 -0.88 -3.54
C11 -1.80 1.30 -2.51
H3 -3.51 -0.24 1.01
H4 -2.58 -2.61 0.50
H5 1.48 -4.09 1.32
H6 2.96 -3.30 0.75
H7 2.25 -4.64 -0.19
H8 3.15 -1.92 -1.59
H9 1.87 -1.95 -2.81
H10 2.56 -3.48 -2.23
H11 -0.80 -4.19 -0.56
H12 0.58 -4.75 -1.56
H13 -0.57 -3.55 -2.21
H14 2.78 3.46 0.21
H15 1.58 3.04 1.46
H16 1.08 3.41 -0.25
H17 4.36 1.62 0.49
H18 4.08 -0.06 -0.07
H19 3.58 0.44 1.59
H20 3.30 2.02 -2.05
H21 1.60 1.69 -2.50
H22 2.75 0.34 -2.29
H23 -3.27 -0.99 -2.97
H24 -3.20 -1.52 -1.26
H25 -2.35 -2.45 -2.49
H26 -0.96 -0.57 -4.39
H27 -0.20 -1.96 -3.59
H28 0.65 -0.40 -3.63
H29 -2.40 1.19 -3.44
H30 -0.97 1.99 -2.69
H31 -2.44 1.77 -1.75
C12 -2.17 3.08 0.49
C13 -1.67 4.34 0.78
C14 -2.41 5.47 0.42
C15 -3.66 5.33 -0.20
C16 -4.20 4.05 -0.37
C17 -3.47 2.91 0.02
O1 -1.27 1.99 0.69
H32 -0.33 2.36 0.80
H33 -0.71 4.43 1.32
H34 -2.01 6.47 0.61
H35 -4.21 6.21 -0.52
H36 -5.18 3.95 -0.84
H37 -3.91 1.91 -0.06
C18 2.75 -0.38 4.21
N1 1.98 -1.61 3.97
C19 0.99 -1.80 3.10
N2 0.50 -3.07 3.08
O2 0.56 -0.89 2.30
H38 2.49 0.40 3.49
H39 3.82 -0.63 4.13
H40 2.53 -0.04 5.24
H41 2.22 -2.44 4.50
H42 -0.29 -3.32 2.49
H43 0.76 -3.70 3.85

Properties
- maximum force (eV/A) = 2.64
- spin multiplicity = 3
- DFT total energy (hartree) = -3118.1496
- net charge = +3

***

Below is C19H43O2P3SSc as an isolated structure in a non-equilibrium geometry, with properties calculated with wB97M-V/def2-TZVPD.

Positions of all 69 atoms, in Å:
Sc1 -0.19 0.18 0.60
P1 -1.68 -2.03 0.99
P2 1.31 -1.18 2.55
P3 1.55 -1.85 -0.72
H1 -1.04 5.72 -5.13
C1 -1.07 4.78 -5.69
C2 -2.03 3.85 -5.52
H2 -2.91 4.00 -4.88
C3 -3.16 -1.37 1.83
C4 -1.32 -3.46 2.09
C5 -2.42 -2.89 -0.44
C6 2.80 -0.12 2.44
C7 0.71 -0.83 4.25
C8 2.02 -2.85 2.79
C9 1.06 -1.71 -2.48
C10 1.69 -3.68 -0.63
C11 3.33 -1.44 -0.87
H3 -0.31 4.68 -6.48
H4 -2.00 2.92 -6.11
H5 -3.37 -0.35 1.47
H6 -3.01 -1.33 2.92
H7 -4.02 -2.02 1.60
H8 -1.13 -3.13 3.12
H9 -0.44 -4.02 1.74
H10 -2.19 -4.13 2.09
H11 -2.59 -2.17 -1.25
H12 -3.38 -3.32 -0.13
H13 -1.76 -3.68 -0.81
H14 3.49 -0.38 3.25
H15 2.49 0.93 2.52
H16 3.29 -0.25 1.47
H17 1.34 -1.38 4.96
H18 -0.33 -1.16 4.35
H19 0.76 0.24 4.47
H20 3.09 -2.75 3.01
H21 1.90 -3.46 1.89
H22 1.52 -3.35 3.63
H23 1.65 -2.43 -3.06
H24 1.24 -0.69 -2.85
H25 -0.01 -1.93 -2.58
H26 1.84 -4.08 -1.64
H27 0.77 -4.12 -0.21
H28 2.55 -3.98 -0.01
H29 3.69 -1.74 -1.86
H30 3.92 -1.95 -0.10
H31 3.45 -0.35 -0.75
C12 -0.24 1.77 -2.14
C13 0.76 2.77 -2.17
C14 1.37 3.04 -3.38
C15 1.01 2.32 -4.53
C16 -0.15 1.54 -4.53
C17 -0.86 1.39 -3.35
O1 -0.57 1.14 -1.04
H32 1.50 1.07 0.30
H33 1.10 3.19 -1.22
H34 2.09 3.86 -3.46
H35 1.54 2.46 -5.47
H36 -0.56 1.17 -5.48
H37 -1.82 0.87 -3.29
C18 -1.20 3.90 2.73
S1 -0.71 2.30 3.39
C19 -2.21 1.92 4.33
O2 -0.79 1.28 2.18
H38 -2.28 3.91 2.52
H39 -0.63 4.07 1.81
H40 -0.97 4.69 3.46
H41 -2.11 2.40 5.31
H42 -3.08 2.31 3.79
H43 -2.28 0.84 4.45

Properties
- maximum force (eV/A) = 1.90
- energy above the lowest of the compared OMol25 structures with the same formula, charge and spin (eV) = 0.0000
- spin multiplicity = 1
- DFT total energy (hartree) = -3082.1840
- net charge = +3

***

Below is C19H44B2InNO6 as an isolated structure, with properties calculated with wB97M-V/def2-TZVPD.

Positions of all 73 atoms, in Å:
C1 -1.18 -1.13 1.26
C2 -1.70 0.28 0.88
B1 -3.10 0.12 0.12
O1 -4.25 0.44 0.84
In1 -2.87 -0.53 -2.08
C3 -0.80 -1.42 -2.25
C4 -0.59 -2.06 -3.59
O2 -1.21 -1.82 -4.59
C5 -2.94 1.34 -3.26
B2 -4.31 2.02 -3.14
O3 -4.76 2.57 -1.92
O4 -5.22 2.13 -4.17
O5 -4.16 -1.99 -2.77
C6 -5.52 -1.67 -2.81
C7 -6.21 -1.73 -1.43
C8 -7.07 -0.52 -1.11
O6 -7.10 -2.86 -1.34
H1 -1.89 -1.91 1.02
H2 -0.25 -1.37 0.73
H3 -0.99 -1.20 2.34
H4 -0.99 0.76 0.21
H5 -1.82 0.91 1.77
H6 -4.17 1.27 1.31
H7 -0.02 -0.68 -2.08
H8 -0.71 -2.21 -1.49
H9 0.24 -2.81 -3.66
H10 -2.60 1.15 -4.29
H11 -2.18 1.97 -2.78
H12 -4.75 1.93 -1.21
H13 -4.78 2.04 -5.02
H14 -6.03 -2.41 -3.44
H15 -5.71 -0.68 -3.27
H16 -5.42 -1.84 -0.67
H17 -7.27 -0.45 -0.04
H18 -6.55 0.40 -1.41
H19 -8.01 -0.59 -1.65
H20 -6.56 -3.66 -1.37
C9 6.36 0.15 -0.22
C10 5.45 1.35 -0.44
C11 4.84 1.93 0.84
C12 4.36 0.97 1.93
N1 3.05 0.21 1.75
C13 1.86 1.01 2.23
C14 1.50 1.93 1.07
C15 1.93 1.17 -0.20
C16 2.69 -0.06 0.31
C17 3.13 -1.11 2.48
C18 3.19 -1.06 4.00
C19 4.52 -0.67 4.65
H21 5.82 -0.71 0.19
H22 6.80 -0.18 -1.17
H23 7.18 0.38 0.46
H24 4.69 1.11 -1.18
H25 6.04 2.15 -0.90
H26 4.07 2.67 0.59
H27 5.62 2.50 1.35
H28 4.23 1.54 2.85
H29 5.12 0.23 2.12
H30 1.07 0.29 2.41
H31 2.10 1.53 3.15
H32 2.01 2.89 1.14
H33 0.43 2.13 1.07
H34 2.53 1.80 -0.85
H35 1.08 0.83 -0.78
H36 3.58 -0.33 -0.25
H37 2.03 -0.92 0.32
H38 3.99 -1.64 2.07
H39 2.23 -1.64 2.19
H40 2.96 -2.09 4.31
H41 2.38 -0.45 4.39
H42 5.36 -1.15 4.15
H43 4.53 -0.99 5.69
H44 4.69 0.40 4.65

Properties
- maximum force (eV/A) = 0.94
- spin multiplicity = 1
- DFT total energy (hartree) = -1496.3599

***

Below is C19H44ClNNdP2S as an isolated structure in a non-equilibrium geometry, with properties calculated with wB97M-V/def2-TZVPD.

Positions of all 69 atoms, in Å:
Nd1 -0.52 -0.76 0.48
Cl1 -0.23 -0.03 -2.01
P1 -0.46 -3.65 -0.30
C1 0.50 -4.43 -1.67
C2 -0.17 -4.61 1.25
C3 -2.22 -3.79 -0.87
C4 1.77 -3.59 -1.93
H1 -0.16 -4.33 -2.54
C5 0.84 -5.91 -1.48
H2 1.49 -6.08 -0.61
H3 1.37 -6.26 -2.38
H4 -0.06 -6.53 -1.36
H5 1.51 -2.54 -2.13
H6 2.29 -4.00 -2.81
H7 2.45 -3.61 -1.07
H8 -2.14 -3.52 -1.95
C6 -3.09 -2.72 -0.19
C7 -2.80 -5.20 -0.79
H9 -2.28 -5.89 -1.48
H10 -3.85 -5.17 -1.11
H11 -2.77 -5.62 0.22
H12 -2.88 -1.70 -0.59
H13 -2.98 -2.71 0.91
H14 -4.15 -2.91 -0.40
C8 1.25 -4.35 1.78
H15 -0.26 -5.66 0.94
C9 -1.22 -4.32 2.33
H16 2.04 -4.73 1.11
H17 1.37 -4.82 2.76
H18 1.43 -3.27 1.92
H19 -1.27 -3.25 2.60
H20 -0.94 -4.86 3.25
H21 -2.22 -4.67 2.05
H22 1.22 -1.72 0.37
H23 -0.52 1.23 0.69
P2 0.47 4.07 -0.34
C10 -0.73 4.74 -1.52
C11 0.31 4.65 1.40
C12 2.13 3.98 -1.09
C13 -1.91 3.75 -1.59
H24 -0.20 4.72 -2.49
C14 -1.13 6.18 -1.22
H25 -1.61 6.28 -0.24
H26 -1.85 6.50 -1.99
H27 -0.27 6.85 -1.27
H28 -1.56 2.75 -1.85
H29 -2.63 4.08 -2.34
H30 -2.43 3.68 -0.62
H31 1.91 3.77 -2.15
C15 2.91 2.78 -0.52
C16 2.87 5.31 -1.00
H32 2.40 6.08 -1.62
H33 3.90 5.16 -1.38
H34 2.94 5.68 0.03
H35 2.31 1.86 -0.61
H36 3.16 2.92 0.54
H37 3.84 2.66 -1.08
C17 -1.06 4.27 1.98
H38 0.39 5.75 1.33
C18 1.46 4.11 2.27
H39 -1.89 4.76 1.46
H40 -1.10 4.56 3.03
H41 -1.21 3.18 1.92
H42 1.45 3.01 2.30
H43 1.31 4.47 3.30
H44 2.44 4.46 1.94
S1 1.71 0.12 2.48
C19 0.24 -0.37 2.92
N1 -0.90 -0.76 3.00

Properties
- maximum force (eV/A) = 3.67
- energy above the lowest of the compared OMol25 structures with the same formula, charge and spin (eV) = 0.0171
- spin multiplicity = 4
- DFT total energy (hartree) = -2907.5899
- net charge = -1